Molecular formula: C4H6N2O2
Method: DFT, ωB97M-V/def2-TZVPD

Values from the calculation:
E in eV: -11318.1509
Gap between HOMO and LUMO in hartree: 0.299
HOMO in eV: -7.7
SMILES: CN(C=C=N)C(=O)O

Structure (XYZ):
```
14
Properties=species:S:1:pos:R:3:lowdin_charge:R:1
C -0.81 -1.67 0.38 -0.034
N -0.38 -0.29 0.40 -0.126
C 0.75 0.12 1.07 -0.086
C 1.44 1.05 0.38 -0.149
N 2.53 1.44 -0.04 0.146
C -0.78 0.66 -0.59 -0.565
O -1.26 1.74 -0.33 0.105
O -0.87 0.07 -1.81 0.115
H -1.83 -1.71 0.02 0.095
H -0.72 -2.07 1.39 0.093
H -0.19 -2.27 -0.28 0.091
H 0.88 -0.17 2.11 0.120
H 2.59 2.42 -0.32 0.065
H -1.36 0.68 -2.39 0.129
```